Record 1
A cluster of 19 separate species, C51H140O19 in total. Source: the OMol25 dataset; level of theory: wB97M-V/def2-TZVPD.

Highest occupied orbital energy in hartree: -0.3397
LUMO level in eV: 0.2393

Structure (ORCA input):
```
! RIJCOSX wB97M-V def2-TZVPD def2/J DEFGRID3
* xyz 0 1
C 2.693 -3.555 4.206
C 2.452 -3.917 5.682
C 1.195 -4.734 6.091
O 3.560 -4.619 6.244
H 1.919 -2.884 3.836
H 2.775 -4.488 3.647
H 3.650 -3.040 4.123
H 2.389 -3.017 6.294
H 1.058 -4.774 7.172
H 1.182 -5.708 5.601
H 0.329 -4.209 5.687
H 4.353 -4.129 6.015
C -0.246 6.622 5.137
C -0.620 7.115 3.724
C -0.024 6.121 2.761
O -2.010 7.308 3.533
H -0.369 5.554 5.314
H -0.883 7.057 5.906
H 0.801 6.834 5.354
H -0.175 8.096 3.559
H -0.649 5.231 2.692
H 1.008 5.922 3.050
H 0.024 6.589 1.777
H -2.531 6.638 3.983
C -5.383 4.977 -0.418
C -6.073 3.878 -1.239
C -6.007 2.510 -0.517
O -7.423 4.123 -1.468
H -4.310 4.790 -0.385
H -5.736 4.923 0.611
H -5.597 5.932 -0.899
H -5.578 3.801 -2.207
H -6.152 2.609 0.559
H -4.998 2.127 -0.673
H -6.698 1.769 -0.920
H -7.683 3.698 -2.289
C 5.545 -4.100 2.310
C 6.365 -4.836 1.289
C 7.750 -5.207 1.779
O 5.597 -5.949 0.968
H 6.075 -3.198 2.614
H 5.303 -4.667 3.209
H 4.569 -3.719 2.010
H 6.410 -4.124 0.465
H 8.238 -5.829 1.029
H 7.592 -5.777 2.695
H 8.338 -4.322 2.026
H 5.306 -6.368 1.781
C -3.985 -4.424 0.870
C -2.722 -4.045 0.083
C -2.584 -4.862 -1.226
O -2.880 -2.692 -0.310
H -3.915 -5.474 1.155
H -4.976 -4.399 0.416
H -4.094 -3.861 1.797
H -1.796 -4.139 0.651
H -3.441 -4.743 -1.888
H -2.469 -5.942 -1.142
H -1.770 -4.504 -1.857
H -2.003 -2.357 -0.511
C 2.759 2.028 -4.893
C 3.489 1.071 -3.833
C 2.606 0.396 -2.805
O 4.181 0.106 -4.625
H 2.041 1.540 -5.552
H 3.481 2.421 -5.609
H 2.265 2.878 -4.424
H 4.248 1.684 -3.347
H 2.104 1.104 -2.145
H 3.152 -0.273 -2.139
H 1.768 -0.076 -3.319
H 4.976 0.565 -4.905
C -2.261 2.176 3.528
C -3.688 2.153 2.963
C -4.240 0.784 2.895
O -4.420 2.930 3.959
H -1.951 3.184 3.801
H -1.472 1.735 2.919
H -2.251 1.718 4.517
H -3.691 2.721 2.032
H -5.179 0.782 2.342
H -4.432 0.395 3.895
H -3.618 -0.026 2.513
H -5.253 3.111 3.519
C 4.449 4.558 0.595
C 3.203 4.760 -0.260
C 3.200 4.154 -1.692
O 2.118 4.159 0.393
H 4.278 4.769 1.651
H 5.275 5.182 0.253
H 4.773 3.519 0.524
H 3.025 5.833 -0.330
H 4.079 4.505 -2.233
H 2.293 4.375 -2.255
H 3.381 3.083 -1.608
H 1.338 4.433 -0.095
C -0.088 4.424 -5.745
C -0.452 3.076 -6.309
C -1.072 2.182 -5.203
O -1.344 3.305 -7.376
H 0.454 5.085 -6.421
H 0.503 4.346 -4.832
H -0.974 4.994 -5.468
H 0.452 2.608 -6.697
H -1.423 1.225 -5.590
H -1.967 2.593 -4.736
H -0.350 2.026 -4.402
H -0.783 3.754 -8.013
C -3.414 0.120 -2.742
C -4.731 -0.575 -2.385
C -4.798 -1.970 -3.096
O -4.781 -0.887 -1.033
H -3.257 0.246 -3.813
H -2.627 -0.488 -2.297
H -3.337 1.142 -2.371
H -5.636 -0.008 -2.600
H -5.656 -2.590 -2.837
H -3.865 -2.497 -2.893
H -4.829 -1.681 -4.146
H -4.157 -1.591 -0.840
C 2.177 -4.297 0.532
C 2.616 -4.180 -0.921
C 1.906 -5.169 -1.825
O 2.284 -2.901 -1.324
H 2.495 -3.415 1.088
H 2.656 -5.199 0.913
H 1.103 -4.384 0.695
H 3.700 -4.280 -0.982
H 2.363 -5.190 -2.814
H 0.846 -4.941 -1.938
H 1.843 -6.177 -1.415
H 2.472 -2.825 -2.263
C 1.737 0.466 3.857
C 1.919 1.771 3.063
C 3.070 2.573 3.625
O 2.198 1.415 1.729
H 1.156 -0.288 3.327
H 1.199 0.687 4.779
H 2.725 0.044 4.043
H 0.983 2.328 3.029
H 3.335 3.412 2.981
H 3.968 1.971 3.766
H 2.807 3.010 4.588
H 2.078 2.217 1.216
C -1.675 4.080 0.290
C -1.031 4.239 -1.096
C -2.036 4.705 -2.148
O -0.151 5.300 -1.039
H -2.190 4.969 0.656
H -0.923 3.732 0.999
H -2.546 3.429 0.365
H -0.496 3.330 -1.370
H -2.434 5.705 -1.979
H -2.919 4.085 -2.303
H -1.447 4.687 -3.065
H -0.618 6.137 -1.095
C -0.379 -3.978 -4.983
C -1.697 -3.225 -4.988
O -2.725 -3.793 -5.742
H -0.491 -5.007 -4.641
H 0.374 -3.607 -4.289
H 0.100 -4.102 -5.954
H -1.460 -2.199 -5.271
H -2.083 -3.252 -3.969
H -3.169 -4.429 -5.175
C -6.284 -1.976 2.172
C -6.961 -2.066 0.818
O -6.973 -0.745 0.364
H -6.314 -2.968 2.624
H -6.870 -1.327 2.822
H -5.244 -1.666 2.075
H -7.908 -2.574 1.000
H -6.416 -2.682 0.103
H -6.225 -0.647 -0.229
C 5.230 0.181 -0.166
C 4.537 -0.839 0.693
O 4.395 -0.317 1.989
H 4.628 1.071 -0.349
H 5.303 -0.303 -1.140
H 6.221 0.465 0.187
H 5.125 -1.756 0.701
H 3.539 -1.062 0.315
H 3.644 0.278 1.945
C -1.092 -1.427 4.457
C -1.953 -2.601 3.845
O -2.024 -3.558 4.810
H -0.130 -1.759 4.846
H -1.690 -0.965 5.243
H -0.927 -0.642 3.719
H -1.535 -3.048 2.942
H -2.945 -2.254 3.556
H -2.724 -3.282 5.406
C 5.321 -2.835 -3.326
C 4.233 -3.274 -4.290
O 3.092 -2.452 -3.985
H 6.244 -3.401 -3.449
H 4.926 -2.895 -2.312
H 5.647 -1.805 -3.475
H 3.942 -4.321 -4.212
H 4.477 -3.085 -5.335
H 3.252 -1.554 -4.283
C -0.626 0.194 -0.022
C -0.002 -1.119 0.459
O -0.173 -2.084 -0.578
H -0.196 0.554 -0.957
H -0.348 0.888 0.771
H -1.710 0.116 -0.103
H -0.465 -1.424 1.397
H 1.059 -0.916 0.604
H 0.696 -2.456 -0.744
*
```

=====

Record 2
A structure of composition C51H29N12Sc. Source: the OMol25 dataset; level of theory: wB97M-V/def2-TZVPD.

Highest occupied orbital energy in hartree: -0.2227
LUMO level in eV: -0.9070

Structure (ORCA input):
```
! RIJCOSX wB97M-V def2-TZVPD def2/J DEFGRID3
* xyz 0 1
Sc 0.366 -0.555 -0.046
C -6.567 3.164 -0.064
C -6.571 2.560 1.228
C -5.573 1.719 1.629
C -4.523 1.442 0.723
C -3.382 0.631 0.833
N -2.708 0.759 -0.378
C -3.382 1.578 -1.233
N -3.097 1.509 -2.595
C -1.911 1.583 -3.029
C -1.393 0.603 -4.014
C -2.050 -0.149 -4.968
C -1.380 -1.235 -5.516
C -0.100 -1.569 -5.085
C 0.556 -0.818 -4.115
C -0.107 0.274 -3.587
C 0.324 1.356 -2.641
N 1.274 2.330 -0.661
C 1.595 2.041 0.532
N 1.602 0.756 1.075
C 1.684 0.858 2.394
N 1.287 -0.070 3.249
C 0.125 -0.666 2.944
N -0.680 -0.338 1.912
C -2.003 -0.700 2.281
N -3.113 -0.230 1.856
C -1.908 -1.561 3.472
C -2.862 -2.275 4.180
C -2.434 -3.007 5.279
C -1.092 -3.011 5.676
C -0.147 -2.269 4.984
C -0.578 -1.560 3.875
C 2.048 2.248 2.770
C 2.321 2.838 3.988
C 2.489 4.219 4.006
C 2.354 4.976 2.843
C 2.054 4.377 1.623
C 1.912 3.005 1.611
N -0.802 2.234 -2.356
C -4.518 2.050 -0.562
C -5.559 2.924 -0.952
H -7.379 3.825 -0.338
H -7.389 2.777 1.904
H -5.578 1.265 2.612
H -3.066 0.091 -5.252
H -1.867 -1.840 -6.270
H 0.398 -2.430 -5.512
H 1.552 -1.088 -3.789
H -3.901 -2.258 3.877
H -3.153 -3.585 5.845
H -0.795 -3.592 6.540
H 0.890 -2.240 5.294
H 2.398 2.244 4.890
H 2.717 4.717 4.939
H 2.477 6.050 2.894
H 1.931 4.957 0.718
H -5.552 3.385 -1.932
C 1.411 3.615 -3.086
C 0.306 2.649 -3.320
N 1.178 1.117 -1.482
C 2.504 0.818 -2.004
C 3.159 1.778 -2.780
C 2.665 3.180 -2.964
C 4.381 1.415 -3.339
C 4.859 0.123 -3.170
C 4.190 -0.812 -2.395
C 2.993 -0.472 -1.742
N 2.197 -1.293 -0.956
C 2.647 -2.426 -0.315
C 3.952 -2.839 -0.111
C 4.255 -4.066 0.520
C 3.281 -4.904 0.978
C 1.931 -4.486 0.881
C 0.852 -5.238 1.396
C -0.424 -4.754 1.338
C -0.634 -3.482 0.786
N 0.347 -2.762 0.291
C 1.624 -3.249 0.288
H 1.217 4.677 -3.186
H 0.009 2.607 -4.363
H 3.457 3.923 -2.971
H 4.940 2.135 -3.924
H 5.785 -0.167 -3.651
H 4.586 -1.812 -2.317
H 4.766 -2.208 -0.433
H 5.295 -4.346 0.630
H 3.518 -5.855 1.436
H 1.057 -6.201 1.849
H -1.264 -5.310 1.732
H -1.621 -3.036 0.759
N -1.998 -1.202 -1.463
C -1.668 -0.194 -0.762
H -2.990 -1.218 -1.731
*
```

=====

Record 3
A structure of composition C51H36F5N2O2P2Pt. Source: the OMol25 dataset; level of theory: wB97M-V/def2-TZVPD.

Highest occupied orbital energy (spin up / spin down) in hartree: -0.5655 / -0.5655
LUMO level (spin up / spin down) in eV: -12.3929 / -12.3913

Structure (ORCA input):
```
! RIJCOSX wB97M-V def2-TZVPD def2/J DEFGRID3
* xyz 3 1
Pt -0.312 -0.472 0.321
C 3.930 3.993 1.745
C 3.691 3.646 0.252
C 4.608 4.512 -0.623
C 4.010 2.169 0.088
C 5.312 1.679 0.057
C 5.582 0.321 -0.013
C 4.546 -0.598 -0.030
C 3.236 -0.142 0.005
P 1.837 -1.291 -0.136
C 1.800 -1.666 -1.910
C 2.670 -2.607 -2.460
C 2.706 -2.788 -3.834
C 1.898 -2.023 -4.663
C 1.028 -1.087 -4.119
C 0.974 -0.910 -2.747
C 2.331 -2.732 0.798
C 1.992 -4.025 0.381
C 2.324 -5.108 1.175
C 2.948 -4.906 2.402
C 3.260 -3.621 2.833
C 2.954 -2.532 2.038
C 2.987 1.227 0.051
O 1.671 1.573 0.028
C 1.308 2.878 -0.113
C -0.045 3.096 -0.334
C -0.515 4.396 -0.477
C 0.376 5.452 -0.403
C 1.725 5.212 -0.192
C 2.228 3.922 -0.052
P -1.234 1.713 -0.278
C -2.281 1.930 -1.709
C -3.640 1.593 -1.686
C -4.413 1.788 -2.816
C -3.830 2.276 -3.981
C -2.473 2.586 -4.015
C -1.692 2.405 -2.891
C -2.113 2.089 1.259
C -1.494 1.672 2.448
C -2.109 1.877 3.666
C -3.346 2.518 3.706
C -3.945 2.972 2.534
C -3.335 2.765 1.309
H 4.963 3.784 2.020
H 3.273 3.403 2.387
H 3.727 5.050 1.923
H 5.655 4.352 -0.372
H 4.407 5.570 -0.469
H 4.464 4.284 -1.680
H 6.144 2.370 0.089
H 6.605 -0.026 -0.049
H 4.764 -1.658 -0.073
H 3.322 -3.190 -1.823
H 3.377 -3.525 -4.256
H 1.957 -2.148 -5.736
H 0.399 -0.492 -4.768
H 0.299 -0.176 -2.321
H 1.496 -4.179 -0.570
H 2.098 -6.111 0.839
H 3.193 -5.755 3.027
H 3.739 -3.469 3.791
H 3.208 -1.531 2.364
H -1.569 4.582 -0.643
H 0.016 6.466 -0.506
H 2.398 6.056 -0.129
H -4.086 1.189 -0.790
H -5.468 1.554 -2.793
H -4.433 2.408 -4.869
H -2.029 2.975 -4.921
H -0.639 2.657 -2.913
H -0.521 1.183 2.407
H -1.630 1.554 4.581
H -3.833 2.681 4.659
H -4.896 3.487 2.577
H -3.809 3.122 0.404
F -5.950 -3.038 3.916
C -5.170 -2.423 3.103
C -3.827 -2.199 3.472
F -3.391 -2.626 4.632
C -3.005 -1.545 2.604
F -1.738 -1.352 2.902
C -3.451 -1.070 1.311
O -2.715 -0.448 0.504
C -4.830 -1.347 0.987
F -5.267 -0.949 -0.176
C -5.663 -1.995 1.858
F -6.911 -2.225 1.542
N -3.324 -7.286 -0.916
C -2.834 -6.256 -0.783
C -2.203 -4.984 -0.594
C -2.263 -3.995 -1.574
C -1.626 -2.791 -1.341
N -0.958 -2.557 -0.210
C -0.895 -3.499 0.739
C -1.508 -4.728 0.589
H -2.797 -4.160 -2.499
H -1.641 -1.996 -2.075
H -0.334 -3.278 1.637
H -1.447 -5.469 1.373
*
```